[1]
{"formula": "C18H28CuF6N3O7S2", "method": "the ωB97M-V functional and the def2-TZVPD basis", "mol_weight_da": 640.104, "total_energy_ev": -120535.004, "homo_energy_ev": -8.6, "homo_lumo_gap_ev": 8.64, "symbols": ["H", "H", "F", "O", "H", "C", "O", "C", "O", "H", "S", "C", "H", "N", "C", "C", "N", "C", "N", "C", "C", "F", "C", "F", "C", "H", "C", "C", "C", "H", "F", "C", "F", "H", "H", "H", "H", "H", "C", "C", "H", "O", "H", "O", "H", "H", "S", "H", "H", "H", "H", "H", "F", "H", "H", "H", "O", "C", "H", "Cu", "H", "H", "H", "O", "C"], "coordinates": [[2.822, 2.058, 2.901], [2.318, 3.768, 2.540], [-1.651, -1.954, -2.258], [0.664, 1.938, 0.712], [-2.654, 2.671, -1.207], [-2.338, 3.418, -3.258], [-4.635, -2.468, 0.158], [1.848, -1.926, -1.421], [-0.033, -1.202, 1.893], [4.647, -0.400, -2.377], [-3.790, -0.170, 1.481], [1.319, -1.000, 2.259], [0.644, -2.622, 4.327], [3.093, -1.710, -1.857], [-1.560, 3.201, -4.391], [-0.309, 1.532, -3.140], [-2.771, -0.467, 0.333], [0.608, -2.989, 3.301], [-1.141, 1.732, -2.058], [-3.047, 1.390, 2.330], [-0.454, 2.295, -4.304], [-3.056, -3.645, -1.973], [1.641, 2.522, -0.091], [-3.975, 1.928, 3.150], [0.862, 2.411, 2.080], [2.381, -3.955, -0.812], [-0.587, -2.436, 2.487], [2.876, 2.672, 0.800], [1.559, -3.355, -1.204], [3.509, 3.510, 0.506], [-2.728, 2.243, 1.333], [-2.091, 2.650, -2.129], [-1.920, 1.091, 3.005], [-3.155, 4.123, -3.279], [0.428, 1.737, 2.818], [-1.478, -2.206, 3.072], [1.080, -3.844, -2.051], [1.372, -0.375, 3.150], [-2.398, -2.702, -1.352], [3.592, -0.375, -2.105], [0.130, 2.152, -5.202], [1.143, -0.974, -1.167], [3.732, -2.492, -1.850], [-4.292, -0.909, -1.798], [0.740, -3.418, -0.487], [-0.838, -3.112, 1.670], [-3.748, -1.558, -0.583], [0.289, 3.338, 2.117], [-1.686, 3.870, -5.229], [3.494, 1.777, 0.737], [3.021, -0.105, -2.993], [2.648, -2.593, 3.121], [-1.661, -3.279, -0.477], [3.403, 0.362, -1.324], [1.212, 3.451, -0.467], [1.725, -2.953, 1.537], [-5.158, 0.205, 1.083], [2.325, 2.732, 2.202], [0.640, -4.078, 3.277], [-0.631, 0.123, -0.169], [1.898, -0.476, 1.499], [1.725, 1.798, -0.902], [0.429, 0.754, -3.007], [-3.782, -1.243, 2.532], [1.755, -2.463, 2.511]], "forces_ev_per_angstrom": [[0.1774, 0.2743, -0.0337], [0.6621, -0.1420, 0.4867], [-0.6057, -1.2546, 1.2292], [-0.8853, -1.3709, 1.8394], [-0.4505, 0.5280, -0.1105], [0.0574, -0.3224, -0.5848], [2.0305, 1.5448, -1.0686], [1.5953, -0.2101, 0.2075], [-0.9752, 0.4049, -0.5715], [-0.1087, -0.0860, 0.1767], [-3.0707, -1.2040, 5.4187], [0.2232, -1.2770, 0.5016], [-0.1812, -0.0526, 0.0132], [1.3527, -0.3527, 0.4161], [1.3859, -0.1044, 1.3641], [-1.4883, 1.2460, 0.3978], [-0.8160, -1.5002, -1.9927], [-1.2065, -0.3934, -0.4278], [1.7042, -0.9600, -1.0265], [-0.4499, -0.9993, -0.8498], [-1.6414, 0.1570, 0.1776], [-0.3291, -0.3406, -1.0211], [-0.0683, -0.2468, -0.3992], [1.2483, -0.3850, -0.7858], [-1.2281, 0.2493, -1.1424], [0.1217, 0.1975, -0.2914], [1.0733, 0.4272, 0.3824], [0.4347, -0.5236, -0.8723], [-1.9003, -1.0857, 0.7349], [-0.1113, 0.0624, 0.1453], [-0.1121, 0.2193, 0.7796], [0.2148, -0.6990, 0.4359], [-0.8605, 0.3884, -0.1514], [-0.0029, 0.0500, 0.0801], [0.1693, -0.2540, -0.3931], [0.0618, 0.1553, -0.1857], [0.4769, 0.1153, -0.4409], [0.0746, -0.0791, 0.4091], [-1.6137, 2.6399, -0.9304], [-0.4103, -0.1379, -1.1384], [0.3355, -0.1554, 0.1822], [-1.6735, 1.0323, 0.1672], [-0.1092, 0.2394, -0.1470], [1.1901, -0.9516, 2.4461], [0.1588, 0.1028, 0.3186], [-0.0809, 0.1064, 0.0721], [-0.9014, -0.4456, -2.9519], [-0.1650, 0.1165, 0.2854], [-0.0494, -0.3226, -0.3318], [0.0454, -0.0811, -0.3061], [0.2682, 0.8815, -0.0755], [0.4558, 0.0506, -0.6740], [1.8090, -0.4365, 1.3514], [-0.0045, -0.3477, 0.1901], [0.4486, 0.3974, -0.1921], [0.7047, -0.1418, 0.0490], [2.4416, 0.2043, 0.0283], [-0.2014, 0.8160, 0.7632], [-0.2790, -0.0297, 0.3316], [-0.3763, 0.1221, -0.0041], [-0.3368, -0.1701, -0.4285], [0.4816, 0.3725, -0.3434], [0.1328, 0.0046, -0.1060], [0.6433, 2.6882, -1.7737], [0.5139, 1.2691, 0.3706]]}

=====

[2]
{"formula": "C18H28CuF6N3O7S2", "method": "the ωB97M-V functional and the def2-TZVPD basis", "mol_weight_da": 640.104, "total_energy_ev": -120537.662, "homo_energy_ev": -7.9, "homo_lumo_gap_ev": 8.19, "symbols": ["H", "Cu", "C", "H", "O", "H", "C", "C", "H", "C", "C", "H", "H", "O", "C", "C", "O", "H", "F", "H", "C", "N", "H", "H", "C", "H", "H", "H", "F", "O", "C", "H", "C", "H", "H", "H", "C", "H", "H", "H", "F", "H", "O", "H", "F", "O", "C", "H", "H", "F", "S", "C", "O", "C", "N", "F", "S", "C", "H", "H", "C", "H", "C", "H", "N"], "coordinates": [[-0.249, 4.505, 2.566], [0.348, -0.101, 0.330], [-3.011, -0.325, 1.847], [2.066, -2.472, -4.059], [2.638, 1.997, -0.069], [-0.062, 2.156, -3.568], [-0.394, 4.396, 0.348], [-0.937, -4.222, -0.921], [1.705, -1.852, -2.448], [1.345, -4.283, -0.277], [-0.690, 3.925, 1.756], [-5.027, 0.889, -0.110], [-0.536, 1.130, -4.964], [-2.184, -0.220, 0.697], [0.201, 0.092, -3.185], [-3.943, 0.882, 1.777], [-0.360, 2.025, 0.431], [0.338, -5.916, -1.239], [4.450, -1.278, 0.197], [-2.302, 0.792, -1.050], [-0.524, 1.222, -3.881], [0.068, -2.283, 0.015], [-1.366, 3.034, -1.038], [-3.511, 1.708, 2.339], [0.259, -4.908, -0.853], [0.956, 2.588, 1.924], [-3.832, 2.218, 0.027], [-1.809, -4.710, -1.337], [1.567, -1.587, 4.878], [4.355, 1.554, 1.566], [-0.980, -2.908, -0.491], [-1.548, 1.232, -3.504], [1.513, -1.543, 3.561], [0.443, 3.017, -1.153], [0.539, -2.876, -3.258], [-2.370, -0.303, 2.727], [-2.968, 0.274, -0.359], [-1.766, 3.915, 1.961], [-3.426, -0.560, -0.915], [0.560, 4.913, 0.247], [3.265, -0.427, -1.407], [-1.146, 5.109, 0.006], [0.295, 0.065, -1.969], [2.288, -4.805, -0.183], [5.209, 0.417, -0.933], [2.059, 0.986, 3.785], [-4.050, 1.181, 0.269], [2.028, -2.482, 0.660], [-0.528, 1.833, 2.495], [0.220, -1.426, 3.179], [3.322, 1.042, 0.747], [-0.420, 3.110, -0.495], [3.857, -0.592, 3.220], [1.278, -2.082, -3.418], [2.197, 0.036, 1.424], [1.983, -2.696, 3.065], [2.525, -0.110, 2.998], [1.205, -2.968, 0.148], [-3.542, -1.286, 1.827], [-1.898, -2.335, -0.547], [-0.125, 2.523, 1.754], [-4.914, 0.638, 2.206], [4.120, -0.139, -0.419], [0.522, -0.819, -4.955], [0.693, -0.890, -3.969]], "forces_ev_per_angstrom": [[0.1563, 0.1810, -0.2165], [-0.0752, -0.1880, -0.1028], [0.1566, 0.0296, 0.0124], [-0.0070, 0.1114, -0.0922], [-0.3089, -0.1733, -0.5370], [0.0308, 0.0540, -0.1289], [-0.1071, 0.5373, -0.5439], [-0.1244, -0.1801, -0.2910], [0.0423, 0.0852, -0.0029], [0.1742, 0.1555, -0.0883], [-0.3810, -0.2313, 0.7428], [-0.0726, 0.2699, -0.0732], [0.0341, 0.0880, -0.0156], [0.4113, -0.2000, 0.2934], [-0.2380, 0.0188, -0.1651], [-0.1806, -0.2418, -0.0021], [-0.3485, -0.4595, 0.4316], [-0.0151, -0.0386, 0.0807], [0.0589, 0.1840, -0.1722], [0.0260, 0.0577, 0.0680], [0.1027, -0.1435, 0.2116], [0.6857, 0.5904, 0.4515], [0.1256, -0.1293, -0.1895], [-0.0207, 0.0989, -0.0817], [-0.0336, -0.1632, -0.0135], [-0.0880, -0.1414, -0.0079], [-0.2364, 0.0966, 0.0887], [-0.0968, 0.1608, 0.0347], [-0.0041, -0.0367, 0.1115], [0.5295, -0.2336, 0.7893], [-0.6190, -0.0681, -0.1790], [-0.0293, -0.0071, -0.0584], [-0.6284, -0.1239, -0.8242], [-0.1229, 0.1248, -0.1887], [-0.0263, 0.0945, -0.0935], [0.0572, -0.1075, -0.0300], [-0.2622, 0.0843, -0.3664], [-0.0096, -0.0796, -0.2084], [-0.0475, 0.0147, 0.1036], [0.1421, -0.2146, 0.2276], [0.1313, -0.0898, -0.0699], [-0.0162, -0.0659, -0.0520], [-0.0130, 0.0571, 0.3363], [0.0505, 0.1252, 0.1010], [0.0446, -0.0788, -0.1016], [-0.4856, 0.2824, 0.0298], [0.4179, -0.3851, -0.0629], [-0.0514, 0.1851, -0.2581], [-0.2116, -0.0451, -0.1511], [0.3067, -0.0474, 0.1819], [-1.2665, 0.0759, -0.8187], [0.1566, 0.1062, 0.3229], [-0.1095, -0.1316, 0.0915], [0.1328, -0.5606, 0.2879], [0.7509, 0.7904, 0.1592], [-0.1178, 0.2286, 0.1649], [1.0151, -0.5109, 0.6880], [0.1981, -0.4388, 0.1653], [-0.1298, 0.0927, 0.0043], [0.0640, 0.0253, -0.0063], [0.7307, 0.2280, -0.0638], [0.0090, 0.1452, 0.0737], [-0.1412, -0.0934, 0.2076], [0.0616, -0.0940, -0.0307], [-0.1771, 0.3234, -0.1740]]}

=====

Sequential lowest unoccupied orbital energy output: 0.002, 0.011 hartree